(1)
C5H15N7O | the ωB97M-V functional and the def2-TZVPD basis

HOMO-LUMO gap (eV): 9.24
HOMO energy (eV): -16.1
Net charge: +2
Energy relative to the best compared isomer or geometry (same formula, charge and spin) (kcal per mole): 44.1
Largest force on an atom (eV/Å): 7.124

Last column: Mulliken charge in e.
Atoms and positions in Å:
C (2.3114, -0.8226, -0.0041)  0.3988
C (-1.8692, -1.2573, -0.0797)  0.5950
C (-0.8689, 2.6805, -0.3431)  -0.4673
C (-0.4689, 2.2765, 1.0596)  -0.4239
C (0.5003, 0.8346, -0.4152)  0.5262
N (-0.0797, 1.7685, -1.1110)  -0.1142
N (3.3453, -1.4028, -0.6325)  -0.3547
N (1.8657, -1.0232, 1.2278)  -0.2259
N (-2.6642, -2.2762, -0.5028)  -0.4257
N (-0.8172, -0.8429, -0.6974)  -0.4377
N (-2.0868, -0.9593, 1.2001)  -0.3271
N (1.6057, 0.1128, -0.7933)  -0.2464
O (0.3484, 1.0569, 0.8977)  -0.4876
H (-1.9288, 2.5126, -0.6732)  0.3104
H (-0.7695, 3.8289, -0.5522)  0.3092
H (0.2953, 3.0035, 1.5866)  0.3425
H (-1.3494, 2.1559, 1.6946)  0.3434
H (-0.0084, 1.7494, -2.1814)  0.2977
H (4.2574, -1.8088, -0.2229)  0.3439
H (3.5663, -1.0217, -1.4769)  0.2034
H (2.3999, -1.6464, 1.8117)  0.2366
H (1.2888, -0.3239, 1.7281)  0.3181
H (-2.8970, -2.4378, -1.4527)  0.2145
H (-2.9539, -2.9721, 0.2235)  0.1998
H (-0.7188, -1.3126, -1.6670)  0.1667
H (-2.4787, -1.5728, 1.7709)  0.1520
H (-1.4914, -0.1485, 1.4274)  0.1799
H (1.6664, -0.1514, -1.8224)  0.3724

Force components x, y, z for each atom (eV/Å):
-0.91 1.19 0.09
-0.32 -3.35 0.07
-1.91 2.14 -1.02
1.58 2.01 1.55
-0.61 -0.24 1.69
1.85 0.11 -4.27
0.76 -1.43 3.60
1.10 -0.04 -0.02
-0.42 -0.88 1.30
0.58 0.34 -2.94
3.31 5.67 -2.76
1.29 -1.51 -2.01
-0.62 -0.06 -0.39
0.58 -0.11 1.06
0.65 -2.21 0.22
-1.82 -1.17 -1.16
0.40 -0.53 0.13
-0.36 0.33 2.32
-2.50 0.59 -0.07
0.51 1.18 -2.96
0.10 -0.17 0.18
0.32 -0.72 -0.86
0.10 -0.31 -0.60
-0.03 1.11 -1.42
-0.43 1.07 2.06
-2.22 -2.59 3.32
-0.78 -1.32 1.14
-0.21 0.91 1.76



(2)
C4H7NO | the ωB97M-V functional and the def2-TZVPD basis

HOMO-LUMO gap (eV): 8.11
HOMO energy (eV): -7.4
Net charge: 0
Energy relative to the best compared isomer or geometry (same formula, charge and spin) (kcal per mole): 105.6
Largest force on an atom (eV/Å): 0.486

Last column: Mulliken charge in e.
Atoms and positions in Å:
C (1.0707, 0.5194, -1.2194)  -0.8874
C (-0.2960, 0.1234, -0.6848)  -0.5708
C (-0.4234, -1.3576, -0.3718)  -0.3656
N (-0.2307, -0.3813, 0.6724)  -0.0107
C (-0.6790, 0.2119, 1.7165)  0.2008
O (-0.8984, 1.5027, 1.6180)  -0.4023
H (1.3372, 1.5332, -0.8978)  0.2224
H (1.0319, 0.5349, -2.3139)  0.3182
H (1.8976, -0.1523, -0.9235)  0.3135
H (-0.9465, 1.6244, 0.6169)  0.3428
H (-1.3949, -1.8530, -0.3864)  0.2567
H (0.4280, -2.0339, -0.4895)  0.2238
H (-0.8966, -0.2717, 2.6634)  0.3586

Force components x, y, z for each atom (eV/Å):
0.08 0.09 -0.07
0.13 -0.06 -0.08
-0.05 -0.34 0.00
-0.17 0.32 0.32
0.12 -0.17 -0.14
-0.02 -0.10 -0.15
-0.04 -0.14 -0.06
0.00 0.01 0.16
-0.17 0.04 0.00
0.04 0.07 0.15
0.15 0.11 -0.01
-0.09 0.15 0.00
0.04 0.02 -0.12



(3)
C4H14N | the ωB97M-V functional and the def2-TZVPD basis

HOMO-LUMO gap (alpha / beta) (eV): 4.70 / 12.22
Spin multiplicity: 2
HOMO energy (alpha / beta) (eV): -3.7 / -11.5
Net charge: 0
Energy relative to the best compared isomer or geometry (same formula, charge and spin) (kcal per mole): 28.0
Largest force on an atom (eV/Å): 3.500
⟨S²⟩: 0.751

Last column: Mulliken charge in e.
Atoms and positions in Å:
C (0.5418, 0.6095, -1.4928)  -0.7804
C (0.3035, 2.0356, -0.9149)  -1.1212
N (-0.8855, 0.1895, -2.0291)  -2.5539
H (0.9935, 0.6588, -2.4969)  0.7027
H (1.0075, 0.0533, -0.6907)  0.2075
H (-0.7227, 2.1376, -0.6204)  0.4498
H (0.5065, 2.8612, -1.6083)  0.3589
H (-0.8480, -0.8142, -2.2857)  0.9224
H (-1.5407, 0.3006, -1.2323)  0.5301
H (-1.0945, 0.7237, -2.9292)  0.9892
H (1.0323, 2.1018, -0.1039)  0.2852
C (0.6658, -1.9454, 2.2632)  -0.7839
C (-0.4215, -0.8561, 2.2502)  -0.7994
H (0.4708, -2.8738, 2.8033)  0.3267
H (0.9490, -2.1759, 1.2362)  0.2182
H (1.5499, -1.5080, 2.7418)  0.2427
H (-0.0134, 0.1360, 2.3927)  0.2423
H (-1.2763, -0.9866, 2.9186)  0.3654
H (-1.0704, -1.0527, 1.3744)  0.1978

Force components x, y, z for each atom (eV/Å):
-2.00 2.30 -1.73
1.31 -0.41 -0.56
1.88 -1.03 1.47
1.00 -0.26 0.86
-0.38 -1.02 -0.62
-0.24 0.19 0.71
0.01 -0.38 -0.11
-0.29 -0.12 -0.08
-0.58 -0.02 -0.31
-0.24 0.24 0.11
-0.51 0.51 0.28
0.54 0.77 0.42
-1.54 -1.60 -0.36
-0.41 0.15 -0.16
0.04 -0.18 0.05
0.03 -0.26 -0.08
-0.19 0.20 -0.51
0.67 -0.06 1.10
0.86 1.00 -0.50